(1)
Entry from OMol25: a molecular structure, C39H97AlAsF8N8O12S2 (the ωB97M-V functional and the def2-TZVPD basis).

Properties
2S+1: 1
Frontier orbital gap, eV: 1.63
E_HOMO, Eh: -0.3872
LUMO level, eV: -8.90
Net charge: +1

Positions of all 168 atoms, in Å:
Al  -4.660  0.166  -2.339
As  -5.583  -3.986  -0.243
F  -4.171  -3.432  0.676
F  -4.520  -4.977  -1.232
F  -6.974  -4.455  -1.189
F  -6.573  -2.921  0.669
F  -5.263  -2.669  -1.437
F  -5.742  -5.327  0.843
N  -1.953  -0.033  -1.485
S  -1.271  -0.477  -0.154
O  -1.059  0.454  0.915
O  -0.353  -1.588  -0.289
F  -2.588  -1.260  0.374
S  -0.509  0.416  -2.249
O  0.026  -0.612  -3.092
O  0.443  1.218  -1.518
F  -1.204  1.459  -3.202
C  2.621  4.133  0.117
C  3.565  3.063  0.641
C  3.399  3.166  2.170
C  3.967  2.009  3.014
C  3.405  0.714  2.440
C  3.527  0.507  0.906
N  3.103  1.722  0.246
O  3.067  1.572  -1.146
C  4.975  0.063  0.673
C  2.583  -0.641  0.507
C  4.997  3.315  0.184
H  1.661  4.101  0.627
H  2.479  4.096  -0.965
H  3.067  5.107  0.323
H  4.013  3.982  2.562
H  2.385  3.346  2.525
H  3.658  2.136  4.051
H  5.059  2.029  3.021
H  2.336  0.646  2.680
H  3.717  -0.230  2.894
H  5.183  -1.005  0.571
H  5.328  0.342  -0.329
H  5.724  0.454  1.362
H  2.499  -0.756  -0.571
H  2.895  -1.591  0.938
H  1.597  -0.410  0.912
H  5.669  2.475  0.349
H  5.504  4.111  0.733
H  4.928  3.576  -0.868
H  2.101  1.651  -1.300
C  -1.077  3.096  3.139
C  -0.881  2.335  4.456
C  0.488  1.622  4.390
C  1.014  1.150  5.753
C  0.915  2.262  6.801
C  -0.454  2.968  6.915
N  -0.891  3.308  5.543
O  -2.051  4.084  5.545
C  -1.450  2.094  7.720
C  -0.274  4.280  7.715
C  -1.952  1.238  4.527
H  -0.403  3.944  3.008
H  -2.103  3.467  3.085
H  -0.953  2.438  2.279
H  0.394  0.771  3.715
H  1.242  2.300  3.979
H  2.003  0.728  5.573
H  0.408  0.306  6.092
H  1.756  2.955  6.743
H  1.029  1.772  7.772
H  -1.434  2.310  8.785
H  -2.465  2.318  7.386
H  -1.243  1.044  7.514
H  -1.159  4.550  8.284
H  0.561  4.201  8.415
H  0.080  5.069  7.047
H  -2.093  0.702  5.464
H  -1.931  0.582  3.658
H  -2.916  1.763  4.485
H  -1.760  4.943  5.209
C  -3.006  -2.264  3.650
O  -4.247  -2.021  3.016
H  -2.826  -1.842  4.639
H  -3.014  -3.353  3.756
H  -2.152  -1.901  3.066
H  -4.312  -2.572  2.220
C  0.120  -7.924  0.175
C  0.582  -6.658  -0.542
C  0.497  -5.356  0.271
O  -0.748  -5.264  0.924
C  -1.788  -4.627  0.214
N  1.983  -6.740  -0.945
H  0.061  -8.745  -0.543
H  -0.879  -7.789  0.581
H  0.892  -8.157  0.908
H  -0.008  -6.563  -1.471
H  0.700  -4.525  -0.413
H  1.284  -5.286  1.023
H  -1.940  -5.053  -0.781
H  -1.602  -3.547  0.127
H  -2.705  -4.608  0.800
H  2.019  -7.459  -1.666
H  2.258  -5.875  -1.412
C  -6.179  0.804  2.435
C  -5.451  0.989  1.102
C  -4.227  1.929  1.086
O  -3.752  1.909  -0.255
C  -2.848  2.974  -0.530
N  -5.240  -0.281  0.440
H  -5.566  0.320  3.194
H  -7.094  0.233  2.281
H  -6.498  1.785  2.799
H  -6.146  1.568  0.484
H  -3.492  1.744  1.871
H  -4.665  2.924  1.222
H  -2.440  2.826  -1.526
H  -2.089  2.971  0.254
H  -3.333  3.954  -0.479
H  -4.535  -0.838  0.927
H  -6.056  -0.882  0.562
C  4.493  -2.455  -2.704
C  3.102  -2.309  -3.323
C  1.960  -2.983  -2.549
O  2.026  -4.388  -2.662
C  1.393  -4.999  -3.761
N  2.845  -0.888  -3.568
H  4.762  -3.503  -2.569
H  4.454  -1.900  -1.768
H  5.224  -2.087  -3.423
H  3.007  -2.780  -4.309
H  0.991  -2.669  -2.940
H  2.061  -2.630  -1.519
H  0.499  -5.570  -3.494
H  2.097  -5.708  -4.202
H  1.116  -4.237  -4.495
H  2.941  -0.345  -2.708
H  1.842  -0.803  -3.748
C  1.715  2.558  -4.740
C  3.006  3.162  -5.336
C  3.760  3.850  -4.194
O  4.951  4.422  -4.688
C  5.775  4.975  -3.652
N  3.717  1.938  -5.758
H  1.846  1.826  -3.943
H  1.199  2.057  -5.561
H  1.023  3.319  -4.369
H  2.759  3.796  -6.185
H  3.904  3.143  -3.372
H  3.103  4.682  -3.901
H  5.219  5.495  -2.871
H  6.447  5.745  -4.031
H  6.386  4.110  -3.387
H  3.576  1.175  -5.095
H  4.728  2.050  -5.690
C  -2.852  0.231  -7.075
C  -3.421  -0.240  -5.704
C  -2.648  -1.414  -5.125
O  -3.005  -1.690  -3.807
C  -2.517  -2.906  -3.289
N  -3.521  0.886  -4.738
H  -3.328  1.173  -7.337
H  -3.053  -0.540  -7.821
H  -1.764  0.305  -7.067
H  -4.456  -0.567  -5.837
H  -1.555  -1.268  -5.125
H  -2.706  -2.279  -5.799
H  -2.744  -2.949  -2.225
H  -1.432  -3.049  -3.360
H  -3.019  -3.738  -3.789
H  -2.702  1.448  -4.988
H  -4.222  1.486  -5.179

Forces on the atoms, in the same order (eV/Å):
Al 1.130 -0.679 0.943
As 0.134 -1.419 -1.907
F -0.815 0.424 -0.207
F -0.277 0.482 0.323
F 0.718 0.193 0.514
F -0.055 0.307 0.412
F -0.061 -0.026 0.612
F -0.199 0.757 -0.124
N 3.204 1.756 -1.624
S -2.040 -3.992 4.697
O 0.256 0.334 -0.888
O 0.133 1.337 -0.388
F 0.457 0.438 -0.174
S -1.019 0.268 -2.023
O -0.848 0.713 0.347
O -1.088 -0.515 0.065
F 0.293 -0.036 -0.179
C 0.069 0.400 -0.712
C -0.929 -0.086 1.733
C 1.530 -0.193 1.621
C -0.182 -0.689 -1.007
C -1.228 -0.800 0.275
C 0.084 -0.819 1.522
N 0.739 0.028 -0.810
O -0.298 0.274 0.854
C 1.696 0.126 -1.955
C -0.389 0.497 0.218
C 0.538 -0.047 -0.089
H -0.087 -0.151 -0.136
H -0.017 -0.137 0.012
H 0.018 -0.022 0.091
H -0.382 0.595 -0.595
H -0.202 -0.032 -0.574
H -0.052 -0.048 0.019
H 0.032 -0.076 -0.146
H -0.057 0.540 -0.179
H 0.732 0.242 0.080
H -0.818 -0.230 0.740
H -0.209 0.492 0.044
H -0.314 0.176 0.201
H 0.052 0.018 0.011
H 0.209 0.087 0.050
H -0.061 -0.082 -0.226
H -0.276 -0.208 -0.316
H -0.549 0.357 -0.025
H 0.459 -0.094 -0.189
H 0.159 -0.140 -0.570
C -0.558 0.005 -0.188
C 0.891 -0.578 -0.561
C 0.352 0.399 0.695
C -1.115 0.031 -0.566
C 0.357 -0.772 0.619
C 0.376 0.387 0.193
N 0.449 -0.405 0.434
O -0.116 -0.011 -0.006
C -0.334 -0.075 -1.005
C 0.746 -0.006 -0.452
C -1.867 0.898 0.361
H 0.141 -0.040 0.258
H 0.018 0.133 0.006
H 0.166 -0.196 0.135
H -0.059 0.084 -0.128
H -0.151 0.113 -0.118
H 0.244 0.282 0.472
H -0.054 -0.035 -0.019
H -0.213 0.295 -0.328
H 0.204 0.132 0.102
H 0.379 -0.113 0.020
H -0.017 -0.041 0.007
H -0.160 -0.085 0.294
H -0.087 0.233 -0.264
H -0.180 -0.438 0.197
H -0.446 0.183 -0.037
H 0.835 -0.268 -0.068
H 0.306 -0.113 0.099
H -0.051 0.012 -0.260
H -0.140 -0.013 0.086
C 0.319 -1.313 -0.558
O -0.393 1.456 0.288
H -1.045 0.327 0.035
H 0.958 0.020 0.209
H -0.039 -0.287 -0.295
H 0.214 -0.130 0.344
C 0.438 0.404 -0.554
C 0.791 0.028 -0.107
C -0.833 0.152 -0.127
O 0.151 0.325 0.127
C 0.059 0.610 0.463
N -0.476 -0.542 -0.662
H 0.122 -0.044 0.021
H 0.128 0.005 0.326
H -0.367 -0.171 0.325
H -0.440 0.422 0.232
H -0.387 0.162 -0.028
H -0.059 -0.514 0.182
H -0.073 -0.115 -0.058
H 0.497 -0.089 -0.370
H 0.502 -1.018 -0.090
H 0.530 -0.196 0.304
H 0.035 -0.002 0.222
C 0.265 0.546 0.254
C -0.559 0.820 -0.263
C -1.473 -0.099 -0.348
O 0.279 -0.134 -0.162
C -0.127 0.014 0.590
N 0.338 -0.513 -0.113
H 0.011 -0.129 -0.085
H 0.102 -0.148 -0.012
H 0.101 -0.004 0.085
H -0.209 -0.326 -0.202
H 0.419 -0.266 -0.347
H 0.216 0.093 0.511
H 0.136 -0.039 0.108
H 0.399 -0.038 -0.317
H -0.262 -0.082 -0.102
H 0.383 0.280 -0.292
H -0.256 0.165 -0.543
C -0.815 -0.619 -0.801
C 0.169 0.205 -1.055
C -0.145 0.216 -0.150
O 0.488 -0.181 0.974
C 0.133 0.235 -0.470
N -0.857 -0.091 0.615
H -0.199 -0.006 0.428
H 0.542 -0.043 0.111
H 0.052 0.475 0.288
H 0.598 -0.061 -0.091
H 0.080 0.259 0.094
H -0.342 -0.652 0.245
H -0.072 0.211 0.333
H -0.008 0.113 -0.138
H -0.025 -0.160 -0.157
H 0.419 -0.077 -0.005
H 0.433 0.188 -0.432
C -0.908 0.989 -0.694
C 0.136 -2.564 1.976
C -0.803 1.289 -1.285
O 0.068 0.528 0.186
C 0.209 -0.604 -0.976
N 1.018 -0.065 -0.283
H 0.496 0.047 0.013
H -0.045 -0.147 0.070
H 0.064 0.093 0.042
H 0.292 0.196 0.063
H 0.175 -0.046 0.090
H 0.029 -0.046 0.621
H -0.233 -0.561 0.304
H -0.107 -0.177 -0.556
H 0.154 0.363 1.122
H -0.502 0.126 -0.096
H -0.088 0.452 -0.503
C -0.201 -0.973 0.809
C -0.271 -0.442 -0.159
C 1.567 -0.192 -0.583
O -0.857 0.671 0.532
C -0.116 -0.851 0.393
N 0.104 0.589 -1.063
H 0.118 -0.017 -0.306
H -0.281 0.202 -0.126
H -0.012 0.380 0.271
H 0.060 -0.158 -0.160
H -0.017 0.680 -0.062
H -0.747 -0.123 0.155
H -0.262 0.106 -0.093
H 0.052 0.463 -0.377
H 0.045 -0.065 0.072
H 0.294 -0.034 1.057
H -0.390 -0.071 0.452


(2)
Entry from OMol25: a molecular structure, C3BeO2 (the ωB97M-V functional and the def2-TZVPD basis).

Properties
2S+1: 1
Frontier orbital gap (spin up / spin down), eV: 3.91 / 3.68
E_HOMO (spin up / spin down), Eh: -0.3001 / -0.2924
LUMO level (spin up / spin down), eV: -4.26 / -4.28

Positions of all 6 atoms, in Å:
C  -1.503  0.528  -0.025
C  -1.138  -0.734  0.001
O  0.260  -1.015  0.070
C  1.013  0.085  0.137
O  0.328  1.136  0.073
Be  2.398  -0.103  -0.110

Forces on the atoms, in the same order (eV/Å):
C 0.143 1.016 0.041
C 1.809 -1.324 0.047
O -1.416 -1.775 0.161
C -8.322 2.270 0.446
O 1.114 0.636 0.295
Be 6.672 -0.823 -0.989


The calculation returns the following calculated total energy values, one per record and in order: -6958.04353 -279.14116 Eh.